This record from the Open Molecules 2025 dataset describes a structure of composition C13H26GaNO4P2 in a non-equilibrium geometry. The level of theory is ωB97M-V/def2-TZVPD.

```
47
Properties=species:S:1:pos:R:3:forces:R:3:lowdin_charge:R:1
Ga 0.1509 0.1601 0.7462 -1.59 2.23 -1.69 0.50
P -2.0301 -0.6949 0.5368 -0.97 -1.99 -1.43 0.84
C -1.7732 -1.5579 -0.9788 0.04 -0.17 0.03 -0.33
C -0.9507 -0.8658 -1.9241 0.16 0.05 0.80 -0.34
N 0.0445 -0.0734 -1.3930 -0.39 0.02 1.13 0.01
C 0.8938 0.6177 -2.1696 -0.13 0.06 -1.34 -0.31
C 0.7388 0.6146 -3.5551 0.86 0.40 1.02 0.00
C -0.2567 -0.1803 -4.1302 -0.44 -0.39 0.31 -0.01
C -1.0784 -0.9453 -3.3240 0.18 0.00 -0.13 0.01
C 2.0069 1.3678 -1.4640 -0.66 0.14 -0.06 -0.21
P 2.3340 0.6311 0.1755 1.68 -0.63 -0.51 0.88
H -1.8447 -1.6117 -3.7123 0.16 0.27 -0.12 0.13
H 1.4286 1.2155 -4.1438 -0.24 -0.21 -0.04 0.13
H -0.3824 -0.1981 -5.2070 0.03 -0.01 0.09 0.13
H 2.9266 1.3297 -2.0564 -0.02 0.01 0.16 0.12
H 1.7280 2.4203 -1.3210 0.05 -0.12 0.05 0.12
H -0.6741 -2.9428 -0.3816 -0.75 0.98 -0.52 -0.02
H -2.5361 -2.2390 -1.3684 0.04 0.36 0.25 0.10
H 0.8517 -2.9846 1.0984 -0.39 -0.07 -0.92 0.10
O 0.0650 -3.5189 -0.1197 1.10 -0.49 0.95 -0.03
H -0.1984 -4.4046 -0.3891 0.28 -0.29 0.15 0.10
H 0.9158 -1.3505 1.6690 1.05 -2.80 0.68 0.06
O 1.3385 -2.3481 1.7732 -0.60 0.94 -0.16 0.13
H 1.2327 -2.7480 2.6547 0.00 0.36 0.33 0.17
C 3.3713 -0.8146 -0.1957 0.13 -0.14 0.05 -0.20
H 4.2705 -0.4633 -0.7219 -0.22 -0.09 0.13 0.08
H 3.6890 -1.3387 0.7180 -0.14 0.22 -0.28 0.06
H 2.8337 -1.5132 -0.8499 0.09 0.15 0.15 0.07
C 3.3422 1.7728 1.1228 -0.19 0.23 0.49 -0.19
H 3.5483 1.3317 2.1063 0.02 0.15 -0.19 0.08
H 4.2942 1.9649 0.6111 -0.25 -0.14 -0.01 0.09
H 2.7912 2.7112 1.2553 0.12 -0.17 0.00 0.06
C -3.2143 0.5911 0.0553 0.25 1.02 0.69 -0.18
H -4.1092 0.0943 -0.3441 0.36 -0.13 0.18 0.09
H -3.4776 1.2164 0.9129 -0.07 0.05 -0.18 0.06
H -2.7856 1.2149 -0.7368 -0.03 -0.10 0.17 0.07
C -2.8832 -1.7392 1.7490 0.18 -0.05 0.39 -0.20
H -2.9375 -1.2057 2.7109 -0.05 -0.20 -0.30 0.07
H -3.9091 -1.9492 1.4027 0.42 0.13 0.03 0.08
H -2.3489 -2.6920 1.8942 -0.19 0.37 -0.08 0.06
C -1.4835 3.2883 2.9822 -0.52 0.47 0.37 -0.03
O -1.2564 2.0148 2.3551 0.48 -0.40 -0.19 -0.14
C -0.2775 2.0119 1.4338 -0.04 0.72 -0.30 -0.56
O 0.2834 3.0322 1.0853 0.09 -0.60 0.05 0.03
H -2.2969 3.1175 3.6846 0.07 0.06 -0.06 0.10
H -1.7768 4.0249 2.2343 0.07 -0.03 0.09 0.10
H -0.5980 3.6361 3.5188 -0.05 -0.13 -0.19 0.11
```
Forces are in eV/Å.

Properties
Total charge: +2
Gap between HOMO and LUMO (spin up / spin down), eV: 4.79 / 4.80
Energy above the lowest of the compared OMol25 structures with the same formula, charge and spin, eV: 0.000

This record from the Open Molecules 2025 dataset describes a cluster of 6 separate species, C5H24N2O6 in total in a non-equilibrium geometry. The level of theory is ωB97M-V/def2-TZVPD.

```
37
Properties=species:S:1:pos:R:3:forces:R:3:lowdin_charge:R:1
N -1.4731 -1.5084 2.5165 0.66 0.25 -0.26 0.02
C -1.7112 -0.7803 1.2810 0.21 0.61 -0.14 -0.30
C -1.2609 -1.4021 -0.0302 0.94 -1.19 0.43 -0.18
C 0.2659 -1.5766 -0.1707 -0.03 0.27 -0.63 -0.15
C 0.9045 -0.4280 -1.0195 1.75 -2.23 2.00 -0.35
N 2.3225 -0.3378 -0.5843 -0.10 0.10 0.37 0.02
C 0.8902 -0.7011 -2.4981 -1.14 1.00 -1.60 -0.20
O -0.3503 -0.4066 -3.1779 0.04 0.09 0.15 -0.08
H -1.8788 -2.4363 2.5228 -0.06 0.05 -0.13 0.08
H -0.4670 -1.6079 2.6357 -0.26 -0.44 0.15 0.02
H -2.7585 -0.5466 1.2175 -0.58 -0.05 -0.02 0.08
H -1.2110 0.1951 1.3520 0.01 0.05 0.23 0.11
H -1.5777 -0.8284 -0.8892 -0.58 0.16 -0.09 0.08
H -1.6672 -2.4124 -0.0626 -0.48 0.03 -0.28 0.11
H 0.4803 -2.5610 -0.5993 0.09 0.13 -0.24 0.11
H 0.7917 -1.5892 0.7782 -0.14 0.12 0.37 0.09
H 0.4906 0.4357 -0.5393 -0.76 1.10 -1.00 0.12
H 2.7314 0.5765 -0.7573 0.06 -0.17 -0.34 0.07
H 2.8934 -1.0900 -0.9418 0.14 0.08 -0.10 0.09
H 1.2045 -1.7091 -2.7938 0.00 -0.15 0.72 0.13
H 1.5736 -0.0511 -3.0387 0.28 0.25 0.30 0.12
H -1.0607 -0.9874 -2.8908 0.12 -0.13 0.08 0.08
O 1.9614 0.9162 1.9494 0.57 0.52 0.57 -0.07
H 1.0184 0.9933 2.1236 0.15 -0.39 -0.56 0.03
H 2.2018 0.2862 1.2352 -0.75 0.07 -0.10 0.01
O 2.5920 2.9296 -0.2257 -0.71 0.06 -0.09 -0.07
H 2.4461 3.0023 0.7270 0.31 -0.27 0.04 0.03
H 1.6772 2.9387 -0.5530 0.38 0.08 -0.11 0.04
O -3.8603 0.9668 -0.6139 -0.68 -0.03 -0.30 -0.05
H -3.0750 0.9077 -1.1666 0.35 0.09 0.41 -0.01
H -3.6016 1.0437 0.3070 0.34 0.07 -0.16 0.02
O 1.1042 -0.9958 3.9493 -0.18 -0.54 0.27 -0.06
H 0.4304 -0.3817 3.6400 0.32 0.15 0.28 0.01
H 1.9668 -0.6414 3.7176 -0.15 0.37 -0.23 0.03
O -1.4026 2.1677 -1.9025 0.36 -0.17 1.72 -0.06
H -0.7970 1.8283 -2.5635 -0.74 0.02 -0.77 0.03
H -2.2298 2.5711 -2.1622 0.27 0.03 -0.94 0.04
```
Forces are in eV/Å.

Properties
Gap between HOMO and LUMO, eV: 10.03
SMILES: NCCC[C@@H](N)CO.O.O.O.O.O
Energy above the lowest of the compared OMol25 structures with the same formula, charge and spin, eV: 1.594

This record from the Open Molecules 2025 dataset describes a cluster of 6 separate species, C42H46N9O2 in total in a non-equilibrium geometry. The level of theory is ωB97M-V/def2-TZVPD.

```
99
Properties=species:S:1:pos:R:3:forces:R:3:lowdin_charge:R:1
C 1.8047 0.7486 1.3685 0.53 -0.22 -0.31 -0.12
C 1.7620 -0.3070 0.1196 -1.13 0.52 0.41 -0.18
C 0.2339 -0.5799 -0.3858 1.08 -0.15 2.19 -0.14
N -0.2010 0.3976 -1.4330 -1.34 2.12 2.62 -0.12
O -0.4092 -0.1840 -2.6537 -1.04 -0.72 -1.55 -0.02
C -1.3017 1.2610 -1.0064 -0.69 0.80 -0.04 -0.18
N -2.7238 0.9580 -1.0412 3.07 -0.60 -0.36 0.08
C -3.0221 -0.5027 -0.9581 -1.49 -1.26 -1.66 -0.11
C -4.5856 -0.7778 -0.5863 -2.10 -0.19 0.33 -0.27
O -5.4675 -1.0335 -1.4417 3.44 0.95 2.76 0.05
C -4.9178 -0.7302 0.9892 -0.18 0.15 2.70 -0.09
C -3.8314 -0.1945 1.9821 -2.57 -0.78 1.71 -0.03
C -4.0780 -0.0812 3.5322 -2.84 -1.55 -2.83 -0.05
C -5.4583 -0.5443 4.0869 1.29 -0.10 -3.76 -0.05
C -6.5323 -1.1086 3.1002 2.51 0.79 -1.17 -0.06
C -6.3026 -1.2178 1.5576 2.84 1.52 2.42 0.01
N -0.9613 2.4927 -0.5769 -1.32 -0.67 -0.27 0.18
C -2.0001 3.5028 -0.1501 -0.57 1.00 -0.14 -0.25
C -2.1245 4.7103 -1.0552 -1.75 0.27 2.10 0.00
C -3.1214 5.8333 -0.6924 0.55 -4.15 3.18 0.01
C -3.8596 5.5063 0.6203 2.21 -1.31 -2.08 -0.02
C -3.5795 4.1906 1.3328 -0.41 0.57 0.05 -0.10
N -2.6805 3.1301 1.0380 -0.54 5.31 -3.40 0.10
H 0.8286 0.7655 1.9685 1.32 -0.11 -0.87 0.07
H 2.0480 1.8242 1.0229 -0.40 -1.72 0.53 0.07
H 2.6497 0.4135 2.0777 -1.34 0.72 -1.09 0.08
H 2.3521 0.1253 -0.7582 -0.58 -0.97 1.26 0.11
H 2.1518 -1.3056 0.5082 -0.30 1.37 -0.86 0.10
H 0.1045 -1.6793 -0.6641 0.02 1.65 -0.29 0.13
H -0.4194 -0.3836 0.5480 0.87 -0.44 -1.41 0.11
H -1.0185 0.3455 -3.2183 0.73 -0.09 0.68 0.14
H -3.2228 1.4317 -1.8084 0.10 -0.02 0.80 0.16
H -2.9080 -0.9241 -2.0311 -0.05 0.11 1.97 0.14
H -2.4187 -1.0772 -0.1828 -0.53 1.11 -1.24 0.12
H -2.7884 0.1489 1.6357 -1.99 -0.56 0.41 0.07
H -3.2250 0.3159 4.1923 -1.66 -0.72 -1.09 0.09
H -5.6446 -0.4797 5.2139 0.13 -0.18 -1.96 0.10
H -7.5256 -1.4713 3.5559 1.78 0.66 -0.95 0.10
H -7.0972 -1.6443 0.8402 1.47 0.83 1.40 0.11
H 0.0232 2.8064 -0.5496 -0.70 -0.64 -0.32 0.17
H -1.4893 4.7975 -1.9998 -0.93 -0.30 1.59 0.11
H -3.2832 6.7858 -1.2901 0.28 -1.51 0.92 0.11
H -4.6128 6.2496 1.0501 1.23 -1.32 -0.63 0.10
H -4.2026 4.0090 2.2892 1.17 0.31 -1.73 0.12
N 5.1674 2.3722 -1.1514 -0.12 -0.20 -0.65 0.05
C 4.3951 2.9482 -2.0887 0.32 -0.25 0.49 -0.17
C 4.3672 2.5506 -3.4158 0.04 -0.08 0.02 -0.08
C 5.1855 1.4993 -3.8036 0.02 -0.07 -0.10 -0.08
C 5.9944 0.8877 -2.8573 -0.10 0.08 -0.12 -0.07
C 5.9481 1.3565 -1.5541 -0.26 0.41 0.36 -0.15
H 3.7756 3.7676 -1.7374 0.01 0.02 -0.06 0.09
H 3.7226 3.0504 -4.1284 0.04 0.00 0.04 0.10
H 5.1927 1.1601 -4.8337 0.00 0.03 0.07 0.11
H 6.6457 0.0652 -3.1253 -0.03 0.05 0.04 0.11
H 6.5595 0.9082 -0.7776 0.00 -0.01 -0.07 0.10
N 0.5364 -3.5830 -2.6159 -0.56 -0.27 -0.19 0.06
C 0.7780 -4.9051 -2.6013 0.26 0.50 0.18 -0.14
C -0.0639 -5.8479 -3.1711 -0.23 0.18 -0.13 -0.07
C -1.2249 -5.4044 -3.7887 -0.05 -0.13 -0.04 -0.08
C -1.4994 -4.0438 -3.8162 0.08 -0.14 0.03 -0.08
C -0.5928 -3.1811 -3.2217 0.34 -0.11 0.15 -0.17
H 1.6963 -5.2025 -2.1037 -0.05 -0.07 -0.02 0.07
H 0.1817 -6.9018 -3.1322 0.01 0.06 0.03 0.10
H -1.9093 -6.1119 -4.2445 0.04 0.05 0.03 0.11
H -2.3965 -3.6629 -4.2891 0.04 -0.01 0.01 0.10
H -0.7580 -2.1084 -3.2181 -0.04 -0.36 -0.08 0.06
N 3.4332 -6.4486 -1.2492 0.42 -0.70 0.12 0.05
C 4.1222 -6.5049 -0.0962 -0.47 0.28 -0.32 -0.14
C 4.9182 -7.5774 0.2738 -0.02 -0.14 -0.20 -0.07
C 5.0081 -8.6582 -0.5915 0.08 -0.07 0.04 -0.08
C 4.3057 -8.6273 -1.7878 0.05 0.00 0.09 -0.07
C 3.5399 -7.5077 -2.0686 -0.11 0.51 0.26 -0.15
H 4.0176 -5.6379 0.5481 0.11 -0.13 -0.07 0.07
H 5.4538 -7.5680 1.2150 -0.07 0.01 -0.03 0.09
H 5.6200 -9.5167 -0.3364 -0.05 0.05 -0.03 0.11
H 4.3527 -9.4536 -2.4861 -0.02 0.06 0.02 0.10
H 2.9752 -7.4352 -2.9934 0.04 -0.07 -0.01 0.10
N -4.8814 9.2352 0.4691 -0.16 0.26 0.49 0.04
C -6.1648 9.2890 0.8637 0.47 -0.12 -0.26 -0.16
C -6.6310 10.1322 1.8590 0.10 0.06 0.05 -0.07
C -5.7214 10.9685 2.4899 -0.02 0.06 0.07 -0.07
C -4.3891 10.9328 2.1040 -0.14 -0.01 0.01 -0.07
C -4.0227 10.0568 1.0955 -0.21 -0.38 -0.34 -0.16
H -6.8369 8.6143 0.3432 -0.04 0.06 0.04 0.10
H -7.6782 10.1349 2.1342 0.06 -0.02 -0.04 0.10
H -6.0477 11.6421 3.2748 0.02 -0.05 -0.06 0.11
H -3.6525 11.5712 2.5754 -0.02 -0.04 -0.05 0.10
H -2.9934 9.9950 0.7564 -0.02 0.06 0.06 0.10
N 5.1219 -4.1801 1.8864 0.27 0.23 0.79 0.05
C 6.2512 -4.7815 2.2951 -0.45 0.19 -0.31 -0.15
C 6.7829 -4.6421 3.5669 -0.08 0.09 0.08 -0.07
C 6.1141 -3.8315 4.4725 0.04 0.01 0.10 -0.07
C 4.9457 -3.1964 4.0766 0.10 -0.06 0.00 -0.07
C 4.4939 -3.4028 2.7835 0.21 -0.30 -0.45 -0.15
H 6.7396 -5.4021 1.5504 0.03 0.01 0.05 0.10
H 7.6967 -5.1537 3.8423 -0.05 0.02 -0.04 0.11
H 6.4993 -3.6962 5.4772 -0.03 -0.01 -0.07 0.11
H 4.3984 -2.5562 4.7574 0.01 -0.04 -0.05 0.10
H 3.5831 -2.9308 2.4282 0.01 0.01 0.06 0.09
```
Forces are in eV/Å.

Properties
Total charge: +1
Gap between HOMO and LUMO, eV: 7.30

This record from the Open Molecules 2025 dataset describes the molecule C15H21NO3S. The level of theory is ωB97M-V/def2-TZVPD.

```
41
Properties=species:S:1:pos:R:3:forces:R:3:lowdin_charge:R:1
C -0.8308 2.5802 -1.7083 -0.07 0.11 0.18 -0.08
C -1.1682 2.9447 -0.2678 -0.04 -0.34 -0.03 -0.16
C -1.1050 1.7248 0.6605 0.25 0.86 0.44 -0.21
O -2.0318 0.7203 0.2377 0.06 -0.10 -0.17 0.00
C -3.2525 0.7417 0.8060 0.03 0.19 0.23 -0.50
O -3.5924 1.5226 1.6594 0.04 -0.07 -0.13 0.11
C -4.1058 -0.3106 0.2621 -0.48 -0.31 -0.06 -0.43
C -3.8522 -1.2078 -0.7443 0.10 0.40 0.34 -0.10
C -4.9376 -2.0642 -0.9882 -0.24 -0.13 0.01 -0.18
C -5.9950 -1.8062 -0.1671 0.06 0.28 0.23 -0.40
S -5.6936 -0.5162 0.9157 0.37 -0.19 -0.39 1.10
C 0.3254 1.1693 0.6913 -0.76 -0.27 -0.10 -0.45
O 1.2323 1.8468 1.1274 0.22 0.36 0.12 0.08
N 0.4517 -0.0696 0.1914 -0.17 -0.44 -0.20 0.13
C 1.7054 -0.8066 0.1067 0.27 0.38 0.19 -0.30
C 2.7108 -0.0749 -0.7861 0.00 -0.29 -0.14 -0.15
C 4.0059 -0.8737 -0.8902 0.05 0.25 0.12 -0.20
C 4.6019 -1.1050 0.4946 -0.03 -0.31 -0.14 -0.21
C 3.6015 -1.8313 1.3880 0.05 0.25 0.11 -0.20
C 2.3070 -1.0323 1.4959 -0.02 -0.30 -0.10 -0.15
H 0.1921 2.2170 -1.7772 0.12 -0.04 -0.10 0.07
H -1.5019 1.8052 -2.0730 -0.03 -0.05 -0.11 0.07
H -0.9313 3.4531 -2.3482 0.02 0.02 -0.11 0.07
H -0.4572 3.6790 0.1116 -0.06 0.01 0.07 0.12
H -2.1723 3.3705 -0.2124 0.03 0.02 0.10 0.12
H -1.3699 2.0390 1.6786 0.15 -0.16 -0.23 0.16
H -2.9243 -1.2366 -1.2858 0.17 0.03 -0.08 0.11
H -4.9368 -2.8355 -1.7372 -0.03 -0.13 -0.11 0.10
H -6.9421 -2.3081 -0.1408 -0.19 -0.12 -0.01 0.06
H -0.3922 -0.5178 -0.1270 0.06 0.07 0.07 0.14
H 1.4663 -1.7774 -0.3431 0.00 0.07 0.03 0.15
H 2.9123 0.9031 -0.3485 -0.03 0.04 -0.03 0.11
H 2.2778 0.0746 -1.7782 -0.04 0.06 0.01 0.12
H 4.7180 -0.3350 -1.5180 0.00 -0.06 -0.08 0.11
H 3.8038 -1.8376 -1.3649 0.04 -0.06 -0.07 0.11
H 4.8521 -0.1422 0.9438 0.08 0.06 0.04 0.12
H 5.5208 -1.6889 0.4120 0.06 0.06 0.04 0.11
H 4.0257 -1.9759 2.3831 -0.01 -0.10 0.01 0.11
H 3.3884 -2.8182 0.9685 0.03 -0.10 0.02 0.11
H 1.5862 -1.5597 2.1251 -0.04 0.05 0.02 0.12
H 2.5071 -0.0603 1.9469 -0.04 0.01 0.04 0.11
```
Forces are in eV/Å.

Properties
Gap between HOMO and LUMO, eV: 9.65
SMILES: CC[C@@H](OC(=O)c1cccs1)C(=O)NC1CCCCC1
Energy above the lowest of the compared OMol25 structures with the same formula, charge and spin, eV: 0.085

This record from the Open Molecules 2025 dataset describes a structure of composition C3H3LiO3Rb in a non-equilibrium geometry. The level of theory is ωB97M-V/def2-TZVPD.

```
11
Properties=species:S:1:pos:R:3:forces:R:3:lowdin_charge:R:1
O -1.9120 1.4520 0.4042 -0.58 -1.20 1.12 -0.08
C -2.3396 0.3589 0.8280 0.42 1.74 -1.71 -0.33
C -1.4861 -0.7663 1.0425 0.29 -0.39 0.75 0.12
H -3.4299 0.2138 0.9225 0.01 0.05 -0.02 0.12
H -1.7218 -1.7139 0.5564 0.11 0.19 0.42 0.08
H -0.7012 -0.6680 1.7993 0.02 -0.21 -0.71 0.08
Rb 0.7003 2.7126 -0.9731 0.15 -0.96 -0.07 0.76
O 2.7537 -1.2983 -0.7035 0.49 0.75 -0.08 -0.30
C 2.2763 -0.1519 -1.0341 -0.23 0.26 -1.48 -0.77
O 1.5421 0.0424 -2.0569 0.12 0.23 1.46 -0.29
Li 4.3182 -0.1814 -0.7853 -0.81 -0.45 0.33 0.61
```
Forces are in eV/Å.

Properties
Multiplicity: 2
Gap between HOMO and LUMO (spin up / spin down), eV: 4.52 / 3.82
Energy above the lowest of the compared OMol25 structures with the same formula, charge and spin, eV: 2.264

This record from the Open Molecules 2025 dataset describes the molecule C5H9NO in a non-equilibrium geometry. The level of theory is ωB97M-V/def2-TZVPD.

```
16
Properties=species:S:1:pos:R:3:forces:R:3:lowdin_charge:R:1
C 1.8890 0.4144 -0.1311 -0.22 0.20 0.06 -0.06
C 0.4288 0.0257 0.0403 0.55 -0.18 0.18 -0.23
C 0.2326 -1.1690 0.9638 -0.18 0.25 0.20 -0.07
C -1.5692 1.1644 0.2795 -0.31 0.46 -0.05 0.01
N -1.6080 0.4261 -0.9206 0.22 -0.34 -0.25 0.01
C -0.4148 -0.1708 -1.1727 0.05 -0.73 0.01 -0.54
O -0.0914 -0.9154 -2.0704 -0.30 0.31 -0.39 0.09
H 2.5138 -0.4704 -0.3594 -0.46 0.16 0.04 0.09
H 2.2912 0.8270 0.7990 -0.09 0.04 -0.09 0.08
H 2.0534 1.1272 -0.9424 -0.14 0.03 0.16 0.08
H 0.3928 -0.8552 1.9979 -0.03 -0.07 0.06 0.08
H 0.9308 -2.0014 0.7690 -0.10 0.45 -0.17 0.09
H -0.7791 -1.5749 0.8669 0.09 0.08 0.14 0.09
H -1.6530 0.7046 1.2525 -0.18 -0.66 -0.06 0.04
H -2.2619 2.0332 0.2247 1.17 0.00 0.06 0.07
H -2.3552 0.4345 -1.5970 -0.08 0.01 0.09 0.15
```
Forces are in eV/Å.

Properties
Gap between HOMO and LUMO (spin up / spin down), eV: 8.15 / 8.56
Energy above the lowest of the compared OMol25 structures with the same formula, charge and spin, eV: 3.790

This record from the Open Molecules 2025 dataset describes the molecule C3H5NS in a non-equilibrium geometry. The level of theory is ωB97M-V/def2-TZVPD.

```
10
Properties=species:S:1:pos:R:3:forces:R:3:lowdin_charge:R:1
C -0.2077 0.8091 -0.0821 -0.10 -2.24 -1.01 -0.18
C 1.0209 1.2749 -0.0757 -0.10 -2.69 0.69 -0.41
S 2.2747 0.0210 0.0026 -1.07 0.12 -0.13 0.86
N 1.0432 -1.2278 -0.0468 0.03 1.21 -1.16 -0.36
C -0.3072 -0.7127 -0.1933 -2.02 -0.15 -1.99 -0.30
H -1.0889 1.3654 -0.2587 -0.66 0.78 0.25 0.09
H 1.2024 2.2627 0.0527 1.09 2.83 0.00 0.03
H 1.2404 -1.9546 0.5716 0.00 -0.98 1.31 0.03
H -1.1760 -1.1207 0.3877 1.42 0.10 0.80 0.11
H -0.8034 -1.0516 -1.2276 1.41 1.03 1.24 0.13
```
Forces are in eV/Å.

Properties
Gap between HOMO and LUMO, eV: 8.37
SMILES: C1=CSNC1
Energy above the lowest of the compared OMol25 structures with the same formula, charge and spin, eV: 1.470